Record 1
Below is a single C5H13NO molecule, with properties calculated with ωB97M-V with the def2-TZVPD basis set.

Results
calculated total energy	-328.219890	hartree
lowest unoccupied orbital energy	0.91	eV
HOMO level	-0.3166	Eh
orbital gap	0.3501	Eh
SMILES	CCN[C@@H](C)CO

Geometry as ORCA input:
```
! RIJCOSX wB97M-V def2-TZVPD def2/J DEFGRID3
* xyz 0 1
C -2.529 1.364 1.539
C -1.615 0.276 1.240
N -0.381 0.689 0.403
C 0.507 -0.352 -0.051
C -0.233 -1.633 -0.853
C 1.578 0.177 -1.002
O 2.790 -0.576 -1.080
H -1.926 2.141 2.053
H -3.443 1.049 2.096
H -2.814 1.830 0.628
H -2.041 -0.572 0.677
H -1.229 -0.225 2.187
H -0.662 1.222 -0.420
H 1.170 -0.778 0.843
H -1.106 -2.110 -0.200
H 0.642 -2.105 -1.343
H -0.882 -0.905 -1.457
H 1.164 0.295 -1.994
H 1.868 1.114 -0.702
H 3.354 -0.157 -1.790
*
```

Record 2
Below is 2 unconnected molecules or ions with the total composition C5H13NO, with properties calculated with ωB97M-V with the def2-TZVPD basis set.

Results
calculated total energy	-328.263528	hartree
lowest unoccupied orbital energy	0.88	eV
HOMO level	-0.3111	Eh
orbital gap	0.3435	Eh
SMILES	C=C(N)CCC.O

Geometry as ORCA input:
```
! RIJCOSX wB97M-V def2-TZVPD def2/J DEFGRID3
* xyz 0 1
C -0.872 2.054 0.813
C -0.008 1.100 0.417
N 1.196 0.724 1.039
C -0.164 0.536 -0.957
C -0.447 -0.982 -1.102
C 0.892 -1.729 -1.378
H -1.580 2.446 0.099
H -0.839 2.409 1.834
H 1.913 0.707 0.333
H 1.388 1.224 1.891
H -0.979 1.002 -1.502
H 0.781 0.723 -1.500
H -0.951 -1.373 -0.217
H -1.077 -1.106 -1.978
H 1.308 -1.661 -2.395
H 1.755 -1.233 -0.913
H 0.969 -2.774 -1.073
O -1.082 -0.713 2.592
H -0.363 -0.769 1.977
H -1.840 -0.585 2.019
*
```

Record 3
Below is 2 unconnected molecules or ions with the total composition C5H13NO, with properties calculated with ωB97M-V with the def2-TZVPD basis set.

Results
calculated total energy	-328.259178	hartree
lowest unoccupied orbital energy	1.00	eV
HOMO level	-0.3115	Eh
orbital gap	0.3483	Eh
SMILES	CN1CCCC1.O

Geometry as ORCA input:
```
! RIJCOSX wB97M-V def2-TZVPD def2/J DEFGRID3
* xyz 0 1
C -0.808 0.937 2.411
N 0.039 0.350 1.385
C 0.848 -0.735 1.933
C 1.265 -1.615 0.690
C 0.444 -0.945 -0.444
C -0.686 -0.295 0.283
H -0.137 1.444 3.112
H -1.420 1.742 2.009
H -1.417 0.202 2.953
H 0.362 -1.226 2.790
H 1.716 -0.260 2.417
H 2.338 -1.460 0.748
H 0.945 -2.623 0.916
H 1.032 -0.162 -0.951
H 0.418 -1.584 -1.331
H -1.352 -1.040 0.747
H -1.255 0.433 -0.291
O -0.467 2.122 -6.346
H -1.304 1.674 -6.445
H -0.561 3.042 -6.586
*
```

Record 4
Below is 2 unconnected molecules or ions with the total composition C5H13NO, with properties calculated with ωB97M-V with the def2-TZVPD basis set.

Results
calculated total energy	-328.253195	hartree
lowest unoccupied orbital energy	0.73	eV
HOMO level	-0.2919	Eh
orbital gap	0.3189	Eh
SMILES	CC/C=C/NC.O

Geometry as ORCA input:
```
! RIJCOSX wB97M-V def2-TZVPD def2/J DEFGRID3
* xyz 0 1
C -0.360 -2.564 -0.662
C 0.282 -2.110 0.671
C 0.357 -0.610 0.674
C 1.458 0.131 0.794
N 1.559 1.541 0.904
C 0.350 2.306 0.483
H -0.009 -1.938 -1.490
H 0.057 -3.568 -0.849
H -1.451 -2.580 -0.683
H 1.278 -2.534 0.717
H -0.375 -2.393 1.520
H -0.510 -0.035 0.355
H 2.429 -0.208 1.188
H 2.345 1.871 0.355
H 0.714 3.283 0.188
H -0.367 2.387 1.287
H -0.178 1.787 -0.321
O -2.329 2.024 -1.611
H -2.163 1.517 -2.404
H -3.087 1.694 -1.117
*
```

Record 5
Below is 2 unconnected molecules or ions with the total composition C5H13NO, with properties calculated with ωB97M-V with the def2-TZVPD basis set.

Results
calculated total energy	-328.262355	hartree
lowest unoccupied orbital energy	0.85	eV
HOMO level	-0.2766	Eh
orbital gap	0.3080	Eh
SMILES	CCC/C=C/N.O

Geometry as ORCA input:
```
! RIJCOSX wB97M-V def2-TZVPD def2/J DEFGRID3
* xyz 0 1
C -2.756 0.182 1.121
C -1.357 0.380 0.531
C -0.407 -0.839 0.730
C 0.838 -0.728 -0.108
C 0.861 -0.875 -1.440
N 1.982 -0.959 -2.225
H -3.087 1.016 1.749
H -2.904 -0.792 1.592
H -3.515 0.242 0.323
H -1.463 0.499 -0.541
H -0.816 1.245 0.928
H -0.199 -0.937 1.800
H -0.915 -1.800 0.534
H 1.777 -0.327 0.275
H -0.046 -1.096 -2.013
H 2.884 -0.682 -1.874
H 1.845 -0.945 -3.213
O 2.538 1.956 0.251
H 2.086 1.591 1.003
H 2.656 2.870 0.576
*
```

Record 6
Below is 2 unconnected molecules or ions with the total composition C5H13NO, with properties calculated with ωB97M-V with the def2-TZVPD basis set.

Results
calculated total energy	-328.262220	hartree
lowest unoccupied orbital energy	0.70	eV
HOMO level	-0.2911	Eh
orbital gap	0.3167	Eh
SMILES	C=C(N)CCC.O

Geometry as ORCA input:
```
! RIJCOSX wB97M-V def2-TZVPD def2/J DEFGRID3
* xyz 0 1
C 1.098 2.324 -0.999
C 0.654 1.085 -0.743
N 1.376 0.121 -0.036
C -0.469 0.528 -1.619
C -1.457 -0.420 -0.951
C -2.641 0.358 -0.365
H 0.685 2.876 -1.841
H 1.820 2.896 -0.426
H 0.964 -0.788 0.064
H 1.871 0.512 0.746
H -1.007 1.371 -2.052
H 0.119 0.159 -2.476
H -1.927 -1.143 -1.633
H -0.925 -1.072 -0.258
H -2.388 1.022 0.466
H -3.173 0.874 -1.152
H -3.386 -0.357 -0.015
O 2.557 -3.588 4.438
H 3.103 -3.377 3.665
H 3.126 -3.382 5.187
*
```